(1)
The following is a DFT calculation (ωB97M-V/def2-TZVPD) of one molecule with the formula C14H10ClN3O3S in a non-equilibrium geometry.

Kohn-Sham gap in Eh: 0.319
Energy relative to the best compared isomer or geometry (same formula, charge and spin) in eV: 1.368
F_max in eV/Å: 1.91
LUMO energy in eV: -0.2
Net charge: 0
SMILES: Cc1cc(-c2nnc(SCC(=O)c3ccc(Cl)cc3)o2)no1
HOMO in eV: -8.826

Geometry (Å):
C  5.6092  4.8312  -1.8470
C  4.4445  4.1296  -1.2589
C  4.3186  2.9353  -0.6090
C  2.9322  2.8665  -0.3085
C  2.2677  1.7998  0.3829
N  2.8320  0.7246  0.8427
N  1.8812  -0.0141  1.4271
C  0.7693  0.6485  1.2946
S  -0.7911  0.2169  1.8761
C  -0.4171  -1.4795  2.4394
C  -0.4773  -2.4950  1.3077
O  0.4520  -3.2399  1.1135
C  -1.7032  -2.5271  0.4789
C  -1.6333  -3.1980  -0.7446
C  -2.7322  -3.2801  -1.5736
C  -3.9255  -2.6928  -1.1752
Cl  -5.3078  -2.7899  -2.1980
C  -4.0193  -2.0315  0.0420
C  -2.9126  -1.9479  0.8636
O  0.9352  1.8120  0.6402
N  2.3089  3.9356  -0.7502
O  3.2353  4.7142  -1.3353
H  6.5071  4.2388  -1.7027
H  5.4491  4.9943  -2.9115
H  5.7364  5.8043  -1.3754
H  5.0618  2.2073  -0.3692
H  -1.1555  -1.7136  3.2059
H  0.5859  -1.4757  2.8649
H  -0.6942  -3.6482  -1.0293
H  -2.6721  -3.7941  -2.5199
H  -4.9554  -1.5864  0.3405
H  -3.0066  -1.4367  1.8086

---

(2)
The following is a DFT calculation (ωB97M-V/def2-TZVPD) of C14H10DyF3N3O4S as an isolated structure in a non-equilibrium geometry.

Kohn-Sham gap (spin up / spin down) in Eh: 0.280 / 0.282
F_max in eV/Å: 2.28
LUMO energy (spin up / spin down) in eV: -3.7 / -3.7
Multiplicity: 6
Net charge: +1
Expectation value of S²: 9.339
HOMO (spin up / spin down) in eV: -11.330 / -11.330

Geometry (Å):
Dy  -0.0137  0.7794  -0.1575
O  1.9717  1.3634  0.4966
C  1.8038  2.0747  -0.5427
O  1.4615  1.5218  -1.6243
C  1.3214  3.4830  -0.2896
C  1.9568  4.6867  -0.4005
C  1.2190  5.8115  -0.0449
C  -0.0878  5.6696  0.3902
C  -0.6396  4.4012  0.4609
N  0.0578  3.3205  0.1230
H  2.9800  4.7537  -0.7452
H  1.6687  6.7944  -0.1063
H  -0.6810  6.5264  0.6766
H  -1.6579  4.2454  0.7920
F  -1.4477  1.6718  -1.8775
C  -2.2682  0.5488  -1.7512
F  -1.2922  -0.4628  -1.7645
F  -3.0134  0.4365  -2.7861
C  -2.9393  0.5943  -0.3498
O  -4.1231  0.5336  -0.2695
O  -1.9880  0.7157  0.5591
N  0.3680  -6.3042  1.5158
C  0.2452  -5.6950  0.3282
S  -0.0811  -6.4324  -1.0930
C  0.3722  -4.1958  0.4168
C  -0.2632  -3.4919  1.4276
C  -0.2089  -2.1124  1.4189
N  0.4551  -1.4294  0.4861
C  1.0985  -2.1172  -0.4692
C  1.0732  -3.4871  -0.5499
H  0.2785  -7.3075  1.5523
H  0.6804  -5.8193  2.3398
H  -0.8296  -3.9977  2.1996
H  -0.7161  -1.5351  2.1793
H  1.6618  -1.5376  -1.1872
H  1.5772  -4.0069  -1.3540

---

(3)
The following is a DFT calculation (ωB97M-V/def2-TZVPD) of C14H10INO10RuS2 as an isolated structure.

Kohn-Sham gap (spin up / spin down) in Eh: 0.189 / 0.264
F_max in eV/Å: 0.25
LUMO energy (spin up / spin down) in eV: 1.9 / 0.5
Multiplicity: 6
Net charge: -1
Expectation value of S²: 8.806
HOMO (spin up / spin down) in eV: -3.273 / -6.631

Geometry (Å):
Ru  1.2161  -0.2908  0.2625
O  1.5709  3.2490  -2.3853
C  1.6744  2.3359  -1.3857
O  2.0405  1.1681  -1.6478
C  1.3675  2.7578  -0.0785
C  1.0319  4.0638  0.3560
C  0.8812  4.3089  1.6890
C  1.0614  3.2640  2.6391
C  1.3311  2.0101  2.1641
N  1.4646  1.7500  0.8598
C  1.5471  0.7911  3.0475
O  1.6044  0.9104  4.2548
O  1.6944  -0.3077  2.3780
H  1.7171  2.7502  -3.1981
H  0.9129  4.8454  -0.3816
H  0.6290  5.3055  2.0289
H  0.9821  3.4191  3.7041
O  0.1557  -2.2913  1.0663
S  -1.1500  -1.6585  1.2993
O  -1.8856  -2.1182  2.4406
O  -0.9485  -0.1992  1.2246
C  -2.1218  -2.1694  -0.1334
C  -3.2844  -2.8672  0.1541
C  -4.0701  -3.4066  -0.8551
C  -3.6866  -3.2571  -2.1749
C  -2.5290  -2.5527  -2.4754
C  -1.7435  -2.0044  -1.4728
S  -0.3535  -1.0166  -2.0404
O  -0.5225  0.2739  -1.3702
O  -0.4225  -1.0248  -3.4727
O  0.8954  -1.6239  -1.4968
H  -3.5568  -2.9924  1.1921
H  -4.9733  -3.9455  -0.5993
H  -4.2809  -3.6770  -2.9761
H  -2.2236  -2.4077  -3.5014
I  3.5102  -2.5763  0.6306
C  3.2332  -0.5467  0.1721
H  3.5358  -0.3416  -0.8472
H  3.6956  0.0724  0.9290

---

(4)
The following is a DFT calculation (ωB97M-V/def2-TZVPD) of C14H10IrN2O2S3Sb as an isolated structure.

Kohn-Sham gap (spin up / spin down) in Eh: 0.234 / 0.186
Energy relative to the best compared isomer or geometry (same formula, charge and spin) in eV: 0.256
F_max in eV/Å: 0.17
LUMO energy (spin up / spin down) in eV: 2.1 / 0.9
Multiplicity: 2
Net charge: -1
Expectation value of S²: 0.757
HOMO (spin up / spin down) in eV: -4.246 / -4.173

Geometry (Å):
Ir  0.1957  0.1878  -0.4889
O  0.0823  2.1780  -0.2648
C  0.3693  2.8225  0.8311
C  0.3333  4.2380  0.7505
C  0.5995  5.0320  1.8337
C  0.9215  4.4676  3.0776
C  0.9605  3.1020  3.1837
C  0.6913  2.2496  2.0931
C  0.7572  0.8364  2.3592
N  0.5467  -0.0837  1.4901
N  0.6708  -1.4039  1.8945
C  0.4655  -2.2015  0.8853
O  0.1639  -1.8278  -0.3199
C  0.5734  -3.6669  1.1144
C  0.4841  -4.5348  0.0316
C  0.5865  -5.9044  0.2270
C  0.7773  -6.4143  1.5030
C  0.8672  -5.5486  2.5860
C  0.7676  -4.1803  2.3941
H  0.0952  4.6608  -0.2165
H  0.5668  6.1096  1.7233
H  1.1370  5.0955  3.9315
H  1.2079  2.6409  4.1340
H  1.0060  0.5085  3.3658
H  0.3405  -4.1201  -0.9567
H  0.5204  -6.5745  -0.6208
H  0.8580  -7.4836  1.6546
H  1.0179  -5.9426  3.5835
H  0.8402  -3.4924  3.2249
S  3.1514  0.7577  -4.6229
Sb  2.0581  -0.6438  -3.2311
S  -0.2430  0.3029  -2.6887
S  2.4344  0.1942  -0.9470

---

(5)
The following is a DFT calculation (ωB97M-V/def2-TZVPD) of one molecule with the formula C14H11BF3NO3 in a non-equilibrium geometry.

Kohn-Sham gap in Eh: 0.309
Energy relative to the best compared isomer or geometry (same formula, charge and spin) in eV: 0.000
F_max in eV/Å: 2.42
LUMO energy in eV: -0.2
Net charge: 0
SMILES: O=C(Nc1cccc(B(O)O)c1)c1ccc(C(F)(F)F)cc1
HOMO in eV: -8.577

Geometry (Å):
O  -0.0666  1.4571  0.6278
C  0.2486  0.2945  0.3904
N  -0.4877  -0.5347  -0.4590
C  -1.6103  -0.1480  -1.1564
C  -2.4643  -1.1090  -1.6411
C  -3.6550  -0.6957  -2.2300
C  -3.9874  0.6643  -2.3073
C  -3.0931  1.6030  -1.7997
B  -3.4081  3.1367  -1.6687
O  -4.5151  3.6144  -2.3819
O  -2.6708  3.8670  -0.7843
C  -1.9302  1.1773  -1.2355
C  1.5123  -0.2734  0.8990
C  2.0615  -1.4103  0.2766
C  3.1556  -2.0727  0.8227
C  3.7329  -1.5668  1.9769
C  4.8978  -2.3587  2.6020
F  5.1377  -3.4518  1.8684
F  4.5724  -2.7240  3.8595
F  5.9703  -1.5572  2.6679
C  3.3158  -0.3678  2.5090
C  2.1758  0.2546  2.0033
H  -0.3334  -1.5307  -0.4088
H  -2.2351  -2.1402  -1.5259
H  -4.3722  -1.4153  -2.5336
H  -4.9238  0.9949  -2.7107
H  -4.7072  4.5427  -2.1661
H  -1.9441  3.4965  -0.2204
H  -1.1600  1.8881  -0.9505
H  1.5817  -1.7906  -0.6072
H  3.5677  -2.9685  0.3973
H  3.8417  0.0334  3.3528
H  1.7925  1.0907  2.5337

---

(6)
The following is a DFT calculation (ωB97M-V/def2-TZVPD) of C14H11BN6NiS3Te as an isolated structure.

Kohn-Sham gap (spin up / spin down) in Eh: 0.192 / 0.192
Energy relative to the best compared isomer or geometry (same formula, charge and spin) in eV: 0.167
F_max in eV/Å: 0.17
LUMO energy (spin up / spin down) in eV: 4.6 / 4.6
Net charge: -2
HOMO (spin up / spin down) in eV: -0.605 / -0.603

Geometry (Å):
Ni  -0.2118  0.0955  -0.8035
B  1.5432  1.4594  -3.0570
N  2.3599  0.7643  -1.9311
C  3.6833  0.6677  -1.7650
C  3.9306  -0.0493  -0.6042
C  2.6604  -0.3486  -0.1060
N  1.7333  0.1368  -0.9237
N  0.5562  2.4211  -2.3382
C  0.3587  3.7340  -2.4998
C  -0.6223  4.1460  -1.6102
C  -0.9724  2.9819  -0.9202
N  -0.2604  1.9596  -1.3792
H  0.9247  0.6305  -3.6869
H  2.3007  2.1142  -3.7361
H  4.3498  1.1239  -2.4776
H  4.8835  -0.2958  -0.1691
H  2.3614  -0.8511  0.7990
H  0.9369  4.2790  -3.2270
H  -1.0119  5.1388  -1.4671
H  -1.6620  2.8238  -0.1068
S  -2.4039  0.0293  -0.9067
C  -2.7726  -1.6280  -0.5454
C  -4.1488  -2.0171  -0.5248
N  -5.2647  -2.3075  -0.5230
C  -1.7842  -2.5266  -0.3050
S  -0.1159  -2.0520  -0.3560
C  -2.0819  -3.8987  -0.0286
N  -2.2971  -5.0103  0.1881
Te  0.1811  1.4005  2.4976
C  -0.5400  -0.3856  3.3400
C  0.0810  -1.2662  4.1902
C  -0.6998  -2.4140  4.5041
C  -1.9214  -2.4006  3.8998
S  -2.1000  -0.9906  2.9368
H  1.0821  -1.0910  4.5608
H  -0.3611  -3.2215  5.1422
H  -2.6946  -3.1519  3.9399

---

(7)
The following is a DFT calculation (ωB97M-V/def2-TZVPD) of C14H11Cl3O2SV as an isolated structure.

Kohn-Sham gap (spin up / spin down) in Eh: 0.243 / 0.270
Energy relative to the best compared isomer or geometry (same formula, charge and spin) in eV: 0.514
F_max in eV/Å: 0.99
LUMO energy (spin up / spin down) in eV: -0.7 / -0.9
Multiplicity: 4
Net charge: 0
Expectation value of S²: 3.759
HOMO (spin up / spin down) in eV: -7.293 / -8.220

Geometry (Å):
V  0.7994  -0.2450  -0.6141
Cl  0.4937  3.6790  5.5386
C  0.5776  2.4967  4.2585
C  0.7604  1.1336  4.5834
C  0.8318  0.1710  3.6225
C  0.7250  0.5317  2.2400
O  0.7875  -0.3743  1.3454
C  0.5370  1.9032  1.9181
C  0.3847  2.3920  0.5972
O  0.3983  1.7298  -0.4635
C  0.4662  2.8810  2.9661
H  0.8481  0.8406  5.6223
H  0.9772  -0.8635  3.8931
H  0.2097  3.4712  0.5188
H  0.3246  3.9250  2.7192
S  2.5257  -1.1863  -1.9011
C  3.4203  -0.3183  -0.6117
C  3.7745  -0.9702  0.5724
C  4.4445  -0.2910  1.5767
C  4.7727  1.0500  1.4207
C  4.4310  1.7054  0.2454
C  3.7619  1.0304  -0.7653
H  3.5095  -2.0106  0.7032
H  4.7079  -0.8133  2.4878
H  5.2931  1.5830  2.2054
H  4.6914  2.7491  0.1201
H  3.4906  1.5306  -1.6866
Cl  -3.5934  0.2835  1.7116
C  -2.4337  0.6917  0.4614
Cl  -1.9552  -0.7402  -0.4946
H  -1.5430  1.0839  0.9366
H  -2.8806  1.4075  -0.2182

---

(8)
The following is a DFT calculation (ωB97M-V/def2-TZVPD) of C14H11ClN2O2Zr as an isolated structure in a non-equilibrium geometry.

Kohn-Sham gap (spin up / spin down) in Eh: 0.230 / 0.230
Energy relative to the best compared isomer or geometry (same formula, charge and spin) in eV: 0.765
F_max in eV/Å: 7.86
LUMO energy (spin up / spin down) in eV: -10.2 / -10.2
Net charge: +2
HOMO (spin up / spin down) in eV: -16.460 / -16.460

Geometry (Å):
Cl  -1.6974  2.6214  -1.4062
C  -0.9075  -1.8842  -0.9948
C  0.5087  -2.0461  -0.7715
C  1.1885  -1.0461  -1.5418
H  0.9826  -2.8419  -0.1890
C  0.2163  -0.2864  -2.2812
C  -1.0855  -0.7856  -1.9062
H  -2.0240  -0.4546  -2.3430
H  -1.6927  -2.5391  -0.6078
H  2.2654  -0.8936  -1.6157
C  0.5227  0.7557  -3.2949
Zr  -0.1194  0.1155  0.0734
C  1.8387  1.1942  0.5345
O  2.7801  1.7194  0.9759
C  -1.8088  1.7215  0.2041
O  -2.5380  2.1474  1.0707
H  1.4723  1.2405  -3.0652
H  -0.2512  1.5241  -3.3178
H  0.5980  0.3268  -4.3004
N  2.7730  -0.3293  5.9983
C  1.8251  -0.3660  5.3117
C  0.6501  -0.4082  4.4652
C  -0.6293  -0.3263  5.0261
C  -1.7318  -0.3524  4.1768
C  -1.5294  -0.4028  2.8052
N  -0.2811  -0.4627  2.2593
C  0.8077  -0.5111  3.0833
H  -0.7466  -0.2418  6.1060
H  -2.7445  -0.2977  4.5650
H  -2.3784  -0.3623  2.1018
H  1.7945  -0.5908  2.6148

---

Among the records above, which one has the highest net charge?
C14H11ClN2O2Zr

---

Look up the F_max of the second one.
2.28 eV/Å

---

The highest F_max belongs to which entry?
C14H11ClN2O2Zr

---

Among the records above, which one has the lowest net charge?
C14H11BN6NiS3Te